Entry from the Open Molecules 2025 dataset: a 2-piece molecular cluster, Cl3O2P overall at a distorted geometry (ωB97M-V/def2-TZVPD).

Output
**Maximum force**: 4.161 eV/A
**Relative energy (zero: lowest compared OMol25 entry of this formula, charge and spin)**: 522.7 kJ/mol
**Lowest unoccupied orbital energy (spin up / spin down)**: -1.481 / -1.561 eV

The geometry in XYZ format:
```
6
Properties=species:S:1:pos:R:3:nbo_charge:R:1
O 2.01 -0.06 0.27 -0.75
O -1.29 0.89 -0.20 -0.86
P -0.58 -0.11 0.74 1.28
Cl 2.22 -1.52 -0.51 0.17
Cl -1.47 2.53 -0.04 0.35
Cl -0.88 -1.73 -0.26 -0.18
```